Here is the molecule C4H7NO from OMol25. Energies are from ωB97M-V with the def2-TZVPD basis set.

HOMO-LUMO gap ... 9.03 eV
Highest occupied orbital energy ... -8.863 eV

Geometry as ORCA input:
```
! wB97M-V def2-TZVPD RIJCOSX def2/J DEFGRID3
* xyz 0 1
O 2.335 0.715 -0.213
C 1.155 0.485 -0.277
C 0.502 -0.881 -0.238
C -0.715 -0.910 0.705
C -1.102 1.522 -0.537
N 0.198 1.557 -0.271
H 0.234 -1.157 -1.268
H 1.269 -1.590 0.085
H -1.448 -1.653 0.390
H -0.410 -1.094 1.736
H -1.311 0.586 -1.082
H -1.263 0.044 0.758
H 0.556 2.375 0.211
*
```